Below is a structure of composition F6KN3O12S6 at a distorted geometry, with properties calculated with ωB97M-V/def2-TZVPD.

The HOMO-LUMO gap comes out at 9.605 eV. Its total charge is -2. The value obtained for the energy above the lowest of the compared OMol25 structures with the same formula, charge and spin is 222.7 kJ/mol. For the molar mass, the calculation gives 579.497 g/mol. Its LUMO energy is 4.37 eV.

Geometry as XYZ:
```
28
Properties=species:S:1:pos:R:3:forces:R:3
K -0.02811 0.06556 0.14025 -0.2350 -0.2784 0.0969
N -1.57315 1.12458 2.23315 0.4240 3.2328 1.5163
S -2.14607 0.28816 3.41574 -1.2662 -4.1706 0.4908
O -3.57712 0.17832 3.39996 0.4746 0.5305 0.7743
O -1.39460 0.32802 4.64444 -0.6769 0.4460 -0.4596
F -1.77684 -1.15914 2.80458 0.5142 0.3569 0.0010
S -1.67810 2.67984 2.92246 -1.6916 0.6594 -1.8205
O -0.48127 3.20970 3.49109 -0.2508 -0.4769 -0.3577
O -2.96000 3.00615 3.53172 1.8292 -0.8121 -0.1908
F -1.86286 3.35197 1.49085 0.6652 0.3260 0.0732
N -0.54269 -2.25542 -1.30830 -0.3594 -3.3057 1.5079
S -0.99958 -3.74058 -0.58469 -2.0611 1.3780 1.1510
O 0.03790 -4.65402 -0.24233 0.1347 0.3779 -0.4727
O -2.26985 -4.19142 -1.10407 1.4102 -0.3093 -0.1282
F -1.50332 -3.21046 0.85912 0.9568 0.4193 -0.6648
S -0.84891 -2.58137 -2.83509 0.2329 1.6851 -1.9258
O -2.20705 -2.34381 -3.20522 0.0868 -0.1675 -0.2582
O -0.16007 -3.71156 -3.40871 -0.3170 0.8276 0.5327
F -0.10874 -1.24195 -3.39196 -0.1156 -0.9553 0.2350
N 2.05620 1.43380 -0.74691 -0.3073 2.9845 -3.0776
S 2.44397 2.73727 -1.83496 0.2893 2.4482 0.8804
O 1.38016 3.04567 -2.74541 0.2668 -0.3310 1.0285
O 3.80525 2.96397 -2.31216 -1.9403 -1.1385 0.4068
F 2.46076 3.75454 -0.60689 -0.8720 0.5013 -0.4754
S 3.25239 0.59624 -1.20192 4.5973 -5.0410 1.7374
O 4.46691 0.89821 -0.47152 -0.4353 0.3280 -1.2555
O 3.33086 0.17240 -2.58433 -0.4005 0.5152 1.2804
F 2.88391 -0.74469 -0.34889 -0.9529 -0.0303 -0.6258
```
Positions in Å, forces in eV/Å.

Atom charges from the natural (NBO) analysis, given in e for atoms 1 to 2:
1. K 0.96
2. N -1.19